Entry 1:
C19H24N2O4 | ωB97M-V/def2-TZVPD

Structure (XYZ):
```
49
Properties=species:S:1:pos:R:3:forces:R:3:lowdin_charge:R:1
C -9.583901 0.488487 -0.033401 0.21 0.07 -0.13 -0.119
C -8.129518 0.249855 -0.421141 -0.14 -0.16 0.26 -0.278
C -7.537755 -0.942195 0.328339 0.16 0.05 -0.35 -0.234
C -6.116500 -1.295573 -0.110761 -0.11 0.20 0.30 -0.222
C -5.082633 -0.239252 0.273736 0.11 -0.35 -0.21 -0.222
C -3.668276 -0.681315 -0.090906 -0.02 0.33 0.11 -0.206
C -2.630197 0.367859 0.295611 -0.05 -0.37 -0.16 -0.095
C -1.238468 -0.033760 -0.129976 -0.44 -0.18 -0.18 -0.456
O -0.968219 -0.932227 -0.876254 0.04 0.10 0.07 0.133
O -0.341516 0.796930 0.442231 0.36 0.33 0.27 0.076
C 1.024659 0.701829 0.250876 0.41 -0.02 -0.15 -0.210
C 1.695252 -0.478854 -0.040331 -0.30 -0.15 0.05 0.012
C 3.073595 -0.468492 -0.161293 0.13 0.27 0.10 -0.014
C 3.794767 0.708674 0.009184 -0.28 0.11 -0.05 -0.137
C 5.276187 0.794469 -0.128518 -0.04 -0.15 0.04 -0.412
O 5.841144 1.809427 -0.473367 0.08 0.12 0.00 0.089
N 5.938816 -0.362721 0.186084 -0.21 -0.43 0.12 0.159
C 7.301362 -0.550466 0.134310 1.10 -0.22 -0.04 -0.304
C 8.320286 0.344345 -0.285221 0.39 -0.32 0.08 0.057
C 9.464324 -0.382197 -0.126300 -0.66 0.40 -0.09 -0.314
C 10.889559 -0.059833 -0.375661 -0.08 -0.26 0.09 -0.002
O 9.156890 -1.602975 0.345528 0.77 0.34 -0.19 -0.001
N 7.813228 -1.702502 0.505700 -1.31 -0.03 0.13 0.096
C 3.106974 1.889352 0.285848 0.15 -0.15 -0.04 -0.002
C 1.735449 1.888576 0.414069 -0.28 -0.20 -0.02 0.017
H -10.190000 -0.384349 -0.266667 -0.11 -0.07 0.00 0.070
H -9.666370 0.685651 1.033383 -0.07 0.02 0.11 0.071
H -9.989756 1.341613 -0.572184 -0.12 0.07 0.00 0.067
H -8.066719 0.065323 -1.496036 0.08 0.04 -0.06 0.110
H -7.551445 1.149122 -0.202344 0.06 0.04 -0.09 0.099
H -8.179256 -1.810767 0.160063 -0.07 -0.02 0.08 0.110
H -7.543164 -0.732870 1.400769 -0.05 -0.04 0.09 0.113
H -5.833680 -2.244232 0.351953 0.06 -0.06 -0.06 0.112
H -6.098516 -1.440099 -1.193253 0.02 -0.08 -0.07 0.115
H -5.139586 -0.055365 1.349454 -0.04 0.09 0.07 0.120
H -5.305887 0.698531 -0.237617 -0.01 0.12 0.05 0.109
H -3.433463 -1.620082 0.414469 0.01 -0.06 -0.06 0.123
H -3.602876 -0.865256 -1.164481 0.01 -0.08 0.00 0.122
H -2.625907 0.543366 1.373127 0.02 0.08 -0.02 0.131
H -2.857623 1.322000 -0.187703 0.05 0.06 0.06 0.136
H 1.149249 -1.396330 -0.183455 0.00 0.02 -0.01 0.113
H 3.571381 -1.391355 -0.421274 0.04 -0.08 -0.02 0.115
H 5.424451 -1.158862 0.534060 -0.04 0.17 -0.01 0.142
H 8.192143 1.344591 -0.635244 0.06 0.20 -0.07 0.104
H 11.465528 -0.177033 0.540757 0.07 0.04 0.03 0.089
H 11.302428 -0.739280 -1.119664 0.06 0.01 -0.06 0.089
H 10.977533 0.961878 -0.731101 0.02 0.04 -0.01 0.087
H 3.671913 2.802128 0.396973 0.03 0.08 0.00 0.122
H 1.194129 2.794252 0.637622 -0.06 0.10 0.03 0.123
```
Positions in Å, forces in eV/Å.

The structure (SMILES) is CCCCCCCC(=O)Oc1ccc(C(=O)Nc2cc(C)on2)cc1.

---

Entry 2:
C39H30IrN5S3 | ωB97M-V/def2-TZVPD

Structure (XYZ):
```
78
Properties=species:S:1:pos:R:3:forces:R:3:lowdin_charge:R:1
Ir 0.279249 0.050686 -1.077434 0.22 -0.19 -0.20 1.089
N 2.364327 -0.099815 -1.090433 -0.07 0.04 -0.19 -0.048
C 3.281760 0.964239 -0.722249 0.07 0.03 0.05 -0.244
C 4.535825 0.607279 -0.246998 -0.03 -0.03 0.05 -0.014
C 5.460128 1.586991 0.061751 0.04 0.02 -0.01 -0.048
C 5.111544 2.921875 -0.098667 -0.04 0.02 -0.01 -0.040
C 3.852612 3.262025 -0.560541 0.09 -0.02 -0.01 -0.007
C 2.906197 2.287402 -0.905196 -0.08 0.02 -0.19 -0.143
C 1.535867 2.734293 -1.278388 -0.09 0.00 0.11 -0.194
C 1.397412 4.016014 -1.833722 0.00 0.00 0.10 -0.034
C 0.203766 4.701760 -1.756833 0.04 0.04 0.00 -0.041
C -0.851478 4.148071 -1.036263 -0.04 0.02 0.05 -0.065
C -0.756092 2.848195 -0.580181 0.15 -0.03 0.02 -0.151
C 0.375804 2.047889 -0.829388 -0.13 0.26 -0.41 -0.297
H 2.633615 -0.928254 -0.563824 -0.04 -0.03 0.06 0.079
H 2.534009 -0.323773 -2.074480 0.12 -0.05 0.03 0.133
H 4.791608 -0.440609 -0.126479 0.00 0.02 -0.02 0.124
H 6.444011 1.312372 0.416942 -0.03 0.01 0.02 0.120
H 5.818223 3.701600 0.151499 -0.01 -0.01 0.00 0.120
H 3.577561 4.305569 -0.633823 0.06 -0.03 0.02 0.119
H 2.260469 4.485475 -2.289059 -0.05 0.02 0.00 0.123
H 0.119105 5.693860 -2.178970 -0.01 -0.02 -0.03 0.120
H -1.748463 4.727955 -0.857069 0.03 0.01 0.04 0.111
H -1.569351 2.428624 0.001285 0.03 0.04 -0.04 0.097
S -6.748419 1.324683 -1.777365 -0.14 -0.05 -0.05 1.092
C -7.102464 2.973217 -1.538318 -0.09 0.00 -0.04 -0.379
C -5.988003 3.700269 -1.259135 0.19 -0.03 0.05 -0.155
C -4.820133 2.894504 -1.234021 0.00 0.22 0.00 -0.107
C -5.073942 1.577671 -1.501083 0.18 -0.25 0.01 -0.491
C -4.116619 0.464142 -1.521015 -0.02 0.34 -0.02 -0.163
C -2.735754 0.741154 -1.482636 -0.03 0.01 -0.13 -0.029
N -1.792166 -0.183063 -1.402801 -0.06 0.10 0.14 -0.034
C -2.175908 -1.489352 -1.517700 0.29 -0.18 -0.02 -0.153
C -3.512071 -1.861690 -1.610849 -0.30 -0.02 -0.03 -0.112
C -3.848826 -3.251006 -1.775470 -0.02 0.04 -0.02 0.016
C -2.890939 -4.190908 -1.887020 0.07 -0.03 -0.02 0.014
C -1.501078 -3.828712 -1.827688 -0.02 -0.31 -0.01 -0.109
C -0.464385 -4.764955 -1.960977 -0.26 0.01 -0.01 0.087
C 0.851039 -4.360729 -1.907255 0.31 -0.07 0.00 -0.167
C 1.080878 -2.987783 -1.707363 0.09 0.01 0.01 -0.078
N 0.126934 -2.084985 -1.574059 0.12 0.08 -0.16 -0.066
C -1.158646 -2.492402 -1.631349 -0.23 0.27 0.11 -0.173
C 1.978088 -5.293474 -2.048218 -0.22 0.25 0.02 -0.489
C 1.926307 -6.634834 -2.293058 0.03 -0.23 -0.03 -0.098
C 3.210513 -7.236138 -2.374791 -0.15 0.00 0.00 -0.149
C 4.212866 -6.337979 -2.191699 0.08 0.04 0.01 -0.380
S 3.611477 -4.765043 -1.921629 0.11 0.07 0.03 1.055
C -4.490409 -0.855465 -1.566958 -0.03 -0.27 -0.03 0.060
H -8.117223 3.327882 -1.628172 0.01 -0.04 0.01 0.082
H -6.001510 4.763637 -1.072089 0.02 -0.02 -0.02 0.113
H -3.833358 3.283948 -1.021906 -0.04 0.02 0.02 0.094
H -2.399501 1.759978 -1.551508 -0.04 -0.05 0.05 0.088
H -4.896000 -3.518809 -1.834814 0.01 0.00 0.01 0.131
H -3.145847 -5.231470 -2.041120 -0.02 0.01 0.03 0.131
H -0.713436 -5.808294 -2.108959 -0.02 0.03 0.01 0.135
H 2.104476 -2.637726 -1.658736 -0.02 0.03 -0.02 0.075
H 1.006856 -7.190405 -2.416564 0.04 0.00 0.00 0.117
H 3.379817 -8.285774 -2.563102 -0.02 0.02 0.00 0.118
H 5.277136 -6.512706 -2.201607 -0.03 0.00 0.00 0.080
H -5.537768 -1.132784 -1.605122 0.02 -0.02 0.02 0.119
N 1.090038 1.573910 1.970102 0.00 -0.13 0.15 0.185
C 0.414156 0.463663 2.197784 0.15 0.38 -0.11 -0.703
S 0.187647 -0.783180 1.000699 -0.17 -0.13 0.43 0.780
N -0.088160 0.192410 3.391625 0.08 -0.26 0.19 0.073
C 0.250210 0.759089 4.670382 -0.08 0.03 -0.08 -0.223
C 1.508710 1.274405 4.951544 0.02 -0.05 -0.01 -0.036
C 1.775028 1.737644 6.232772 0.00 0.01 0.00 -0.055
C 0.804024 1.680332 7.220414 -0.01 -0.02 0.00 -0.055
C -0.449272 1.160300 6.926453 0.01 -0.01 0.01 -0.051
C -0.728662 0.697023 5.651691 -0.07 0.08 0.00 -0.018
H 1.428415 1.763306 1.038527 -0.03 0.03 0.04 0.062
H 1.106437 2.319057 2.650664 0.01 -0.02 0.06 0.135
H -0.718581 -0.596599 3.422607 0.03 -0.03 0.03 0.135
H 2.296198 1.282534 4.210865 0.01 -0.04 -0.01 0.111
H 2.757578 2.129328 6.459587 -0.01 -0.01 0.00 0.117
H 1.027238 2.025664 8.220636 -0.02 0.03 -0.02 0.117
H -1.213309 1.112919 7.690527 0.02 -0.01 0.00 0.118
H -1.707379 0.293884 5.417766 0.02 0.00 0.01 0.121
```
Positions in Å, forces in eV/Å.

As for the total charge: +2.

---

Entry 3:
C5H8O | ωB97M-V/def2-TZVPD

Structure (XYZ):
```
14
Properties=species:S:1:pos:R:3:forces:R:3:lowdin_charge:R:1
C -0.124179 -1.819772 -1.966065 0.14 0.05 0.06 0.018
C 0.292294 -1.013681 -1.027696 -0.07 0.05 0.04 -0.031
C 0.484109 -0.185391 -0.030521 0.05 -0.18 -0.23 -0.388
C 1.687340 0.630663 0.317202 0.01 0.00 -0.06 -0.022
O -0.586248 0.017027 0.823140 -0.03 0.01 0.22 -0.126
C -1.578767 0.878351 0.288856 -0.26 0.23 -0.07 -0.086
H 0.004535 -2.894933 -1.885401 0.00 0.06 -0.01 0.056
H -0.625371 -1.442409 -2.854762 0.16 -0.02 0.05 0.058
H 2.020903 0.400350 1.334013 -0.04 -0.04 -0.13 0.086
H 2.507359 0.471305 -0.381740 -0.03 -0.02 0.04 0.083
H 1.405066 1.689516 0.305975 0.09 -0.08 -0.03 0.085
H -2.563114 0.418378 0.427425 0.17 0.11 0.00 0.089
H -1.548872 1.846675 0.803658 -0.07 -0.13 -0.04 0.086
H -1.405341 1.042743 -0.781242 -0.13 -0.04 0.17 0.093
```
Positions in Å, forces in eV/Å.

The structure (SMILES) is C=C=C(C)OC.

---

Relative energy (zero: lowest compared OMol25 entry of this formula, charge and spin) (computed, kcal per mole): 42.87, 27.12, 59.54
Calculated total energy (computed, Ha): -1148.8841, -3076.4477, -270.4630
LUMO energy (computed, eV): 0.46, -6.49, 1.00